## a
DFT (ωB97M-V with the def2-TZVPD basis set) results for 7 unconnected molecules or ions with the total composition CH16O7.

CARTESIAN COORDINATES (ANGSTROEM)
C: -0.988 -2.452 0.220
O: -1.308 -0.968 -0.182
H: -0.140 -3.148 -0.049
H: -1.211 -2.452 1.299
H: -1.780 -3.032 -0.246
H: -0.262 -1.242 -0.126
O: 1.498 0.516 2.713
H: 1.504 0.200 1.774
H: 2.086 1.272 2.733
O: 1.543 -0.354 0.220
H: 1.451 0.180 -0.788
H: 2.065 -1.166 0.199
O: -1.755 0.986 1.317
H: -1.281 1.128 2.144
H: -1.569 0.102 0.894
O: 1.299 1.080 -1.746
H: 0.425 0.712 -2.131
H: 1.824 1.685 -2.275
O: -1.038 0.073 -2.449
H: -1.176 -0.492 -1.597
H: -1.861 0.564 -2.502
O: 0.276 2.647 0.262
H: 0.935 2.041 -0.122
H: -0.536 2.118 0.441

As for the frontier orbital gap: 10.06 eV. The HOMO energy is -9.89 eV.

---

## b
DFT (ωB97M-V with the def2-TZVPD basis set) results for 7 unconnected molecules or ions with the total composition CH16O7.

CARTESIAN COORDINATES (ANGSTROEM)
O: -0.366 0.405 0.263
H: -0.853 -0.260 0.699
H: 0.548 0.301 0.162
H: -0.713 0.328 -0.532
C: -1.666 -0.923 -2.095
O: -1.103 0.392 -2.157
H: -0.696 -1.511 -1.698
H: -2.019 -1.399 -2.843
H: -2.229 -0.879 -1.126
O: -1.439 -1.745 1.505
H: -1.549 -2.474 1.018
H: -2.295 -1.138 1.797
O: 1.889 -1.256 -0.309
H: 2.466 -1.469 0.429
H: 2.576 -0.812 -1.043
O: 0.773 -0.379 3.199
H: 1.776 -0.164 3.299
H: 1.010 -1.288 3.590
O: -1.012 3.052 -2.947
H: -1.312 2.236 -2.525
H: -0.709 3.584 -2.206
O: 2.292 1.325 1.283
H: 2.900 1.861 0.711
H: 1.727 2.210 1.529

As for the frontier orbital gap: 6.36 eV. The HOMO energy is -6.71 eV.

---

Quick one: most stable of them? a

---

## a
DFT (ωB97M-V with the def2-TZVPD basis set) results for 2 unconnected molecules or ions with the total composition C4H14N4.

CARTESIAN COORDINATES (ANGSTROEM)
H: 1.206 -1.933 -1.824
N: 1.645 -1.020 -1.728
C: 1.709 -0.591 -0.539
N: 1.253 -1.180 0.627
N: 2.470 0.550 -0.241
C: 1.739 1.758 0.126
H: 1.789 -0.758 1.412
H: 1.089 -2.175 0.586
H: 3.058 0.741 -1.049
H: 1.199 2.188 -0.725
H: 2.448 2.493 0.504
H: 1.011 1.518 0.902
C: -2.690 -0.929 -0.203
C: -1.856 0.355 -0.176
N: -1.247 0.644 1.113
H: -3.507 -0.870 0.516
H: -2.069 -1.787 0.051
H: -3.111 -1.090 -1.193
H: -2.483 1.208 -0.448
H: -1.050 0.282 -0.910
H: -1.966 0.725 1.826
H: -0.639 -0.129 1.370

As for the frontier orbital gap: 10.00 eV. The HOMO energy is -9.11 eV.

---

## b
DFT (ωB97M-V with the def2-TZVPD basis set) results for C4H14N4 in the gas phase.

CARTESIAN COORDINATES (ANGSTROEM)
C: 1.665 -0.023 -0.435
C: 0.455 -0.832 -0.002
C: 0.488 -2.336 -0.813
N: -0.875 -0.490 -0.396
N: -1.040 0.044 -1.650
N: -0.983 0.722 0.855
C: -0.807 2.154 0.686
N: -0.854 0.310 2.210
H: 1.835 -0.055 -1.516
H: 1.606 1.030 -0.156
H: 2.564 -0.411 0.050
H: 0.500 -1.189 1.025
H: 1.489 -2.723 -0.611
H: 0.354 -2.244 -1.891
H: -0.255 -3.015 -0.392
H: -1.968 -0.141 -2.014
H: -0.242 0.137 -2.268
H: 0.218 2.486 0.914
H: -1.028 2.485 -0.335
H: -1.475 2.726 1.350
H: -0.010 0.707 2.627
H: -1.639 0.658 2.762

As for the frontier orbital gap: 8.41 eV. The HOMO energy is -7.43 eV.

---

Quick one: most stable of them? a

---

## a
DFT (ωB97M-V with the def2-TZVPD basis set) results for 3 unconnected molecules or ions with the total composition C4H14N4.

CARTESIAN COORDINATES (ANGSTROEM)
H: -1.683 1.635 1.883
N: -0.950 2.181 1.431
C: 0.147 1.587 1.282
C: 1.301 2.277 0.650
H: 0.357 0.557 1.590
H: 2.113 2.360 1.375
H: 1.674 1.680 -0.171
H: 1.023 3.267 0.310
H: 0.232 -1.893 1.975
N: 0.893 -1.704 1.219
C: 0.567 -2.195 0.113
C: -0.637 -3.025 -0.206
H: 1.256 -2.029 -0.706
H: -1.056 -2.744 -1.170
H: -1.397 -2.930 0.569
H: -0.334 -4.073 -0.270
N: -0.840 0.391 -1.123
N: -0.295 1.224 -2.197
H: -1.205 -0.440 -1.593
H: -1.650 0.895 -0.767
H: 0.624 0.839 -2.405
H: -0.140 2.141 -1.789

As for the frontier orbital gap: 9.29 eV. The HOMO energy is -8.38 eV.

---

## b
DFT (ωB97M-V with the def2-TZVPD basis set) results for a molecular structure, C4H14N4.

CARTESIAN COORDINATES (ANGSTROEM)
C: 0.461 -0.751 -0.123
C: 0.064 0.557 -0.508
C: -2.628 -0.223 0.341
C: -0.123 1.784 0.339
N: 2.230 0.333 -0.002
N: -1.771 -0.003 -0.800
N: 3.177 -0.233 -0.892
N: 0.208 -1.400 1.048
H: 2.418 -0.045 0.926
H: -1.789 -0.822 -1.408
H: 0.718 -1.415 -0.943
H: 0.243 0.755 -1.557
H: 2.964 -1.198 -1.163
H: 3.239 0.344 -1.725
H: -0.105 -0.855 1.835
H: -0.066 -2.369 1.024
H: -2.342 -1.051 1.017
H: -2.699 0.680 0.955
H: -3.663 -0.444 0.041
H: -0.462 1.545 1.350
H: -0.866 2.434 -0.124
H: 0.792 2.376 0.369

As for the frontier orbital gap: 7.44 eV. The HOMO energy is -6.72 eV.

---

Quick one: most stable of them? a